1.
ORCA calculation (the ωB97M-V functional and the def2-TZVPD basis) on a structure of composition C40H45BrF6N6O6PbSiTe.

```
107
C40H45BrF6N6O6PbSiTe, DFT the ωB97M-V functional and the def2-TZVPD basis
Pb 0.08567 0.71326 -0.57749
F -0.80353 5.45071 4.39633
C -0.53353 4.17030 4.73393
C -0.66138 3.21334 3.76764
C -0.43817 1.87039 4.07125
C -0.54375 0.86918 3.00565
O -0.76944 1.20620 1.83333
C -0.28819 -0.48499 3.42790
C 0.04740 -0.74258 4.72588
N 0.14892 0.18682 5.69194
C 0.50008 -0.20259 7.04000
C 1.85860 0.14792 7.57533
C 1.52075 -1.27535 7.24387
C -0.08891 1.52012 5.38269
C 0.05230 2.51802 6.35333
C -0.16660 3.85547 6.05688
N 0.01476 4.81154 7.08355
C -0.70070 4.62415 8.33664
C 0.25088 4.96779 9.49231
N 1.27613 5.93811 8.97246
C 0.62477 6.94195 8.07280
C 0.20176 6.22645 6.78191
C -0.14721 -1.63521 2.47909
O 0.56747 -2.58166 2.71841
O -0.92977 -1.52146 1.42163
H -0.97181 3.48403 2.76690
H 0.26535 -1.75854 5.02427
H -0.34057 -0.16436 7.72233
H 1.92495 0.43205 8.61582
H 2.54148 0.66410 6.91565
H 1.34675 -1.97945 8.04252
H 1.99855 -1.69638 6.37155
H 0.37614 2.24547 7.34572
H -1.02643 3.59259 8.43708
H -1.60120 5.24912 8.37555
H 0.79154 4.09987 9.86551
H -0.26573 5.45070 10.32088
H 1.96704 5.41503 8.42644
H 1.76462 6.39145 9.74663
H 1.32734 7.74839 7.87280
H -0.22079 7.34652 8.62778
H 0.98822 6.32018 6.03292
H -0.69352 6.72147 6.39588
C 2.81492 5.72938 2.00464
C 2.29697 5.07496 0.75846
C 2.21103 5.75127 -0.45665
C 1.69941 5.11971 -1.57768
C 1.28992 3.80697 -1.42226
Br 0.55827 2.84007 -2.88930
N 1.36040 3.13743 -0.28968
C 1.85665 3.75913 0.77894
H 3.43498 6.59099 1.76559
H 3.40815 5.03053 2.59440
H 1.98376 6.07465 2.62084
H 2.54508 6.77856 -0.52939
H 1.61745 5.62258 -2.52928
H 1.89867 3.17010 1.68899
O 6.50343 0.52246 4.72740
C 5.22765 0.84298 4.49187
O 4.60446 1.47480 5.30734
C 4.60890 0.39474 3.20387
C 3.21918 0.44863 3.13654
C 2.57236 0.10919 1.96995
C 3.28934 -0.29363 0.84750
C 4.67886 -0.35199 0.90673
C 5.32882 -0.01008 2.08281
N 2.51519 -0.54485 -0.30119
C 2.88902 -1.30834 -1.24251
C 2.03155 -1.54048 -2.41498
C 2.47564 -2.36774 -3.43275
C 1.63320 -2.61457 -4.51201
C 0.38094 -2.03461 -4.52234
C 0.01337 -1.21068 -3.46096
N 0.81862 -0.96297 -2.43769
H 6.86347 -0.05629 4.04515
H 2.66578 0.77311 4.00742
H 1.49712 0.14805 1.91488
H 5.26205 -0.62054 0.03777
H 6.41183 -0.03173 2.08565
H 3.83179 -1.85908 -1.22065
H 3.45801 -2.81513 -3.38037
H 1.95399 -3.25468 -5.32137
H -0.31477 -2.20878 -5.32970
H -0.95893 -0.73316 -3.42084
F -3.17485 2.60909 -0.70455
Te -3.57792 0.89313 -1.35432
F -3.96104 1.59123 -3.03227
F -4.15066 -0.80312 -1.89382
F -5.34447 1.24667 -0.91987
F -3.40414 0.23733 0.39219
O -1.85281 0.55306 -1.78756
C -2.19514 -4.60185 -1.21680
Si -2.07019 -4.01065 0.55850
C -1.30248 -5.30657 1.66617
C -3.68345 -3.37022 1.23727
C -0.84331 -2.53886 0.39088
H -2.77288 -5.51954 -1.31152
H -1.20027 -4.79973 -1.62264
H -2.67398 -3.84304 -1.83725
H -1.97961 -6.14636 1.82158
H -1.05508 -4.88810 2.64217
H -0.38134 -5.69653 1.23213
H -4.43105 -4.16367 1.26644
H -4.07702 -2.55838 0.62969
H -3.55740 -2.99810 2.25516
H -1.10040 -2.00943 -0.53179
H 0.18477 -2.90657 0.33390
```

As for the net charge: +2. The value obtained for the energy above the lowest of the compared OMol25 structures with the same formula, charge and spin is 0.4127 eV. The HOMO-LUMO gap is 7.94 eV.

=====

2.
ORCA calculation (the ωB97M-V functional and the def2-TZVPD basis) on a structure of composition C40H45F3N7O4ScSi in a non-equilibrium geometry.

```
101
C40H45F3N7O4ScSi, DFT the ωB97M-V functional and the def2-TZVPD basis
Sc 0.25629 -0.76603 -0.91794
O 0.49615 -0.38175 -8.37240
C 0.51948 -1.48132 -7.79008
O 0.55873 -2.63918 -8.25248
C 0.48484 -1.40466 -6.23638
C 0.54983 -2.56042 -5.46906
C 0.52611 -2.47058 -4.08735
N 0.41991 -1.31263 -3.43983
C 0.33982 -0.19603 -4.17656
C 0.38196 -0.19490 -5.56030
C 0.12581 1.07136 -3.37907
O 0.09669 2.16543 -3.92179
O -0.04387 0.87300 -2.11221
H 0.61827 -3.51479 -5.97270
H 0.58606 -3.35669 -3.46634
H 0.32415 0.73663 -6.10465
C 4.07173 4.47892 -0.95043
C 2.86778 4.11570 -1.53527
C 2.48503 2.78502 -1.59016
C 3.30567 1.79951 -1.05028
C 4.52960 2.16356 -0.48344
C 4.90546 3.49390 -0.43183
N 2.84111 0.45072 -1.12482
N 3.72490 -0.38365 -0.85872
C 3.38432 -1.74531 -0.93659
C 4.50161 -2.59094 -0.91472
C 4.33526 -3.95665 -1.01032
C 3.04506 -4.46440 -1.13417
C 1.95365 -3.60722 -1.15333
C 2.06255 -2.21459 -1.03255
H 4.35952 5.52207 -0.89635
H 2.21862 4.87661 -1.95098
H 1.55452 2.48969 -2.05411
H 5.16697 1.38990 -0.07985
H 5.85740 3.76585 0.00889
H 5.48782 -2.14555 -0.84882
H 5.19128 -4.62060 -0.98499
H 2.89606 -5.53662 -1.20691
H 0.96544 -4.04858 -1.25412
F 0.00607 5.41282 4.39937
C 0.26130 5.72381 3.11073
F -0.73261 6.53390 2.70461
F 1.38555 6.47193 3.12445
C 0.40434 4.50235 2.25762
C -0.32916 4.34762 1.09493
C -0.13933 3.18375 0.36045
N 0.69942 2.22723 0.72627
C 1.40175 2.38763 1.84042
C 1.29645 3.51056 2.64436
H -1.02610 5.10843 0.77326
H -0.66519 3.01194 -0.57156
H 2.06350 1.57051 2.10580
H 1.88311 3.61220 3.54780
C -2.84050 -1.46586 -2.84307
C -2.47727 -2.53613 -1.85314
C -3.14250 -3.72982 -1.66224
C -2.49162 -4.38232 -0.58671
C -1.47053 -3.54769 -0.17515
C -0.55865 -3.80279 0.98993
N -1.43976 -2.41701 -0.95970
H -3.33508 -1.91104 -3.70696
H -1.96766 -0.92345 -3.20102
H -3.53694 -0.73077 -2.41832
H -3.98778 -4.09304 -2.22984
H -2.74140 -5.34362 -0.15854
H -0.34427 -4.87192 1.06393
H -1.01836 -3.47899 1.92898
H 0.38513 -3.26926 0.90758
C 1.40257 -2.53096 4.69849
Si 0.21064 -1.11637 4.33369
C -1.49697 -1.61563 4.97215
C 0.73136 0.34370 5.42046
C 0.22004 -0.73713 2.56677
C 0.24644 -0.61953 1.34574
H 1.40756 -2.79000 5.76056
H 2.41867 -2.25607 4.40621
H 1.12806 -3.41970 4.12590
H -1.47535 -1.72068 6.06005
H -1.82812 -2.56382 4.54352
H -2.24706 -0.86171 4.72009
H 0.70210 0.05375 6.47403
H 0.06265 1.19753 5.28591
H 1.74583 0.67695 5.18834
C -4.41342 2.22402 0.29429
C -3.75899 1.26274 1.28681
C -4.53214 -0.06238 1.32716
C -3.73403 1.89362 2.67623
N -2.34982 1.09312 0.91249
N -2.10176 0.38552 -0.28594
H -5.42744 2.47786 0.61099
H -4.47526 1.77910 -0.70056
H -3.82317 3.14008 0.22775
H -5.53281 0.08872 1.73855
H -4.00416 -0.79073 1.94739
H -4.64385 -0.48789 0.32808
H -4.74167 2.15487 3.00429
H -3.11950 2.79609 2.66088
H -3.30253 1.20072 3.40366
H -1.84034 0.59996 1.64189
H -2.26089 0.98076 -1.08941
H -2.66016 -0.46234 -0.36775
```

As for the net charge: -2. The value obtained for the energy above the lowest of the compared OMol25 structures with the same formula, charge and spin is 0.9639 eV. The HOMO-LUMO gap is 6.18 eV.